Below is a 8-piece molecular cluster, C46H99N5O7S3 overall in a non-equilibrium geometry, with properties calculated with ωB97M-V with the def2-TZVPD basis set.

Structure (XYZ):
```
160
Properties=species:S:1:pos:R:3:forces:R:3:lowdin_charge:R:1
C -5.8990 0.3172 -6.9798 -1.279 1.753 -0.420 -0.055
C -4.4081 0.2584 -6.6812 0.346 -0.700 0.492 -0.536
C -3.7841 1.6469 -6.8805 -0.188 0.464 0.399 -0.140
C -2.4227 1.8374 -6.2284 0.075 -1.167 -0.409 -0.185
C -2.5756 1.5615 -4.7508 0.136 -0.431 1.260 -0.133
C -3.0955 0.1126 -4.4276 0.193 0.724 -0.053 -0.500
N -4.2846 -0.1297 -5.2541 -0.310 0.207 -0.184 -0.093
O -4.8852 -1.3911 -5.0111 0.484 -0.512 -0.235 -0.038
C -1.8806 -0.8199 -4.6063 -0.707 -0.575 0.071 -0.027
C -3.4958 -0.0214 -2.9715 0.904 -0.148 0.486 -0.053
C -3.7781 -0.7835 -7.6098 0.529 -1.974 0.444 -0.040
H -6.0422 0.6629 -8.0493 0.000 -0.695 1.007 0.104
H -6.3365 1.1339 -6.3592 0.331 -0.346 -0.364 0.087
H -6.5461 -0.5434 -6.7180 0.955 0.077 -0.485 0.086
H -3.7210 1.8724 -7.9406 -0.160 -0.066 -0.240 0.117
H -4.4387 2.4051 -6.4200 -0.053 -0.275 -0.196 0.122
H -2.0900 2.8344 -6.3461 0.168 1.298 -0.228 0.095
H -1.6414 1.2622 -6.7824 -0.491 -0.096 0.748 0.123
H -3.2046 2.3323 -4.2713 -0.506 -0.397 -0.550 0.107
H -1.6597 1.7419 -4.1645 0.181 -0.514 -0.405 0.110
H -2.1403 -1.9191 -4.6184 0.193 1.121 -0.473 0.098
H -1.3591 -0.4243 -5.4695 0.506 -0.793 -0.263 0.063
H -1.2733 -0.7014 -3.7111 0.291 0.107 -0.123 0.061
H -3.7207 -1.0750 -2.7880 0.151 0.089 0.255 0.077
H -2.5896 0.2625 -2.3612 -1.108 -0.234 -0.281 0.090
H -4.3845 0.5222 -2.6676 0.021 0.431 -0.230 0.078
H -3.6864 -0.4591 -8.6556 0.322 0.112 0.410 0.085
H -4.4877 -1.6434 -7.6600 0.440 0.437 -0.010 0.080
H -2.8143 -1.2591 -7.1867 -1.176 1.119 -0.890 0.102
H -4.3788 -2.1300 -5.4416 -0.151 1.055 0.316 0.106
C 2.0673 -3.5673 2.5582 -0.935 -0.406 -0.042 -0.036
C 2.8778 -3.6205 1.2725 0.563 1.566 -0.607 -0.519
C 1.9966 -2.8404 0.2716 -0.397 -0.910 0.092 -0.152
C 2.7531 -2.6272 -1.0174 0.699 1.511 -0.001 -0.164
C 4.0512 -1.7743 -0.7782 -0.872 0.520 -0.881 -0.125
C 4.9851 -2.4628 0.1943 0.385 1.940 1.085 -0.515
N 4.1451 -2.7975 1.3702 0.063 -0.020 1.114 -0.065
O 5.0450 -3.4191 2.3123 -0.489 -0.015 0.130 -0.045
C 5.8340 -3.6112 -0.3310 -1.312 -0.813 -1.444 -0.026
C 5.9939 -1.3374 0.6510 0.421 -0.670 -0.441 -0.037
C 3.1491 -5.0221 0.8136 -1.953 -1.719 0.703 -0.035
H 2.4845 -4.1532 3.3529 0.494 -0.230 0.549 0.070
H 1.0500 -4.0567 2.3525 1.261 0.953 0.211 0.105
H 1.9563 -2.5176 2.8876 -0.114 -0.534 -0.121 0.076
H 1.0472 -3.4469 0.1179 1.087 0.636 -0.014 0.125
H 1.6613 -1.8696 0.7087 0.431 -0.568 -0.238 0.125
H 2.0741 -2.0963 -1.6468 -0.249 0.500 -0.919 0.084
H 3.0104 -3.5381 -1.5141 0.065 -0.746 -0.251 0.091
H 3.7295 -0.8047 -0.3276 0.110 -0.628 -0.026 0.112
H 4.6260 -1.4228 -1.6946 -0.808 -0.940 0.717 0.139
H 6.0254 -4.3438 0.4594 -0.136 0.074 -0.338 0.084
H 5.2775 -4.0483 -1.2118 0.609 -0.128 1.006 0.095
H 6.7822 -3.3008 -0.7469 0.257 0.374 0.053 0.076
H 6.8412 -1.8243 1.1032 0.376 -0.139 0.503 0.071
H 6.4296 -0.8270 -0.2123 -0.218 -0.190 -0.326 0.076
H 5.6767 -0.5372 1.3091 -0.748 -0.161 0.279 0.055
H 3.8093 -5.6056 1.4488 0.338 0.335 0.164 0.088
H 3.4274 -5.1659 -0.2046 0.533 0.324 -0.738 0.059
H 2.1751 -5.5773 0.8830 0.575 0.347 -0.019 0.102
H 5.1393 -2.7607 3.0154 -0.101 -0.141 -0.147 0.078
C 4.0510 3.5863 6.7623 0.285 -1.331 -0.136 -0.019
C 3.4501 3.0057 5.4491 -0.382 1.637 1.436 -0.583
C 4.2099 3.5458 4.2914 1.630 0.539 -1.330 -0.150
C 3.7853 2.9691 2.9559 -1.467 -0.596 -0.288 -0.150
C 4.0109 1.4491 3.0146 -1.590 1.219 2.048 -0.105
C 3.4130 0.7664 4.2842 -1.454 0.522 -0.306 -0.528
N 3.6425 1.5973 5.4524 0.679 -1.169 2.208 -0.059
O 3.0751 1.0294 6.7053 0.508 0.246 -1.748 -0.017
C 1.9172 0.5154 4.1287 -1.424 -1.675 -1.117 -0.034
C 4.1154 -0.5448 4.4608 0.369 -1.734 -0.756 -0.038
C 2.0271 3.4806 5.3547 -1.812 0.837 0.161 -0.051
H 3.3834 3.2843 7.5753 0.506 -0.210 0.093 0.076
H 4.0746 4.6701 6.8300 0.260 0.131 -0.565 0.080
H 5.0611 3.1006 6.8374 -0.848 0.725 0.437 0.108
H 4.2864 4.6343 4.2488 -0.585 0.053 0.253 0.133
H 5.2456 3.2517 4.4586 0.310 -0.150 -0.003 0.127
H 4.2981 3.3722 2.0921 0.477 0.243 0.021 0.095
H 2.7255 3.2313 2.7588 0.379 -0.287 0.042 0.108
H 5.0259 1.3821 3.2260 2.256 -0.571 -0.431 0.090
H 3.6630 0.8700 2.1960 0.010 -0.336 -1.001 0.105
H 1.5224 -0.2815 4.8091 0.444 0.791 -0.133 0.096
H 1.2809 1.3863 4.1976 0.062 0.283 0.321 0.045
H 1.6236 0.1083 3.1284 0.611 0.186 0.426 0.090
H 3.6252 -1.1501 5.2561 0.549 0.346 -0.508 0.098
H 4.0885 -1.1248 3.4754 -0.314 0.663 1.166 0.080
H 5.1847 -0.3988 4.6690 -0.317 0.042 0.260 0.097
H 1.9446 4.5699 5.5031 0.303 -0.275 -0.003 0.102
H 1.2493 3.0698 6.0337 0.764 -0.151 -0.030 0.094
H 1.6584 3.2991 4.3637 -0.390 0.029 -0.478 0.038
H 2.1271 1.2405 6.7037 0.068 -0.034 -0.212 0.077
C -2.2994 -3.6930 1.3513 -0.993 -1.458 0.669 -0.032
C -2.9140 -3.4972 -0.0427 -1.052 0.135 1.338 -0.523
C -4.1279 -4.4125 -0.2612 -0.085 -1.211 0.311 -0.113
C -5.4458 -4.0145 0.4915 2.590 0.579 0.542 -0.155
C -5.6816 -2.5444 0.2402 -0.424 -0.520 -1.640 -0.148
C -4.5333 -1.6031 0.5500 0.164 -1.582 1.033 -0.466
N -3.4408 -2.1087 -0.2691 2.166 -0.382 0.237 -0.057
O -2.2840 -1.2566 -0.1239 -0.268 0.267 1.059 -0.099
C -4.8303 -0.2418 0.0043 0.182 -0.337 0.081 -0.032
C -4.2250 -1.5567 2.1469 -1.127 1.250 -1.784 0.000
C -1.8368 -3.7552 -1.0609 -0.935 -1.394 -1.182 -0.037
H -1.5504 -2.9039 1.4884 0.165 -0.733 0.526 0.085
H -1.9965 -4.7701 1.4946 0.826 1.159 -0.706 0.107
H -3.0620 -3.7327 2.1546 0.511 0.674 -0.557 0.059
H -4.2636 -4.3417 -1.3369 -0.656 -0.047 -0.239 0.109
H -3.8879 -5.5039 -0.0827 0.021 1.150 0.030 0.134
H -5.4391 -4.2245 1.5727 0.548 0.040 -0.153 0.111
H -6.2193 -4.6275 0.1476 -1.373 -0.725 -0.869 0.086
H -6.5485 -2.2287 0.7439 -1.247 0.594 0.884 0.105
H -5.9419 -2.4571 -0.8496 0.414 0.184 0.770 0.142
H -3.9147 0.1890 -0.2956 0.957 0.858 -0.050 0.051
H -5.4493 -0.2252 -0.8580 -0.665 -0.487 -0.780 0.076
H -5.3048 0.3254 0.7360 -0.786 1.316 1.329 0.067
H -4.9963 -0.9412 2.6332 -0.078 -0.372 -0.157 0.094
H -4.1084 -2.4977 2.6422 -0.293 -0.202 0.093 0.046
H -3.3390 -0.9691 2.2799 0.660 -0.008 0.125 -0.006
H -2.2504 -3.5409 -2.0542 -0.059 -0.386 -0.030 0.087
H -1.4962 -4.8185 -1.0019 -0.223 0.825 -0.115 0.109
H -1.0203 -3.0941 -1.0090 1.123 0.703 0.605 0.040
H -2.1360 -1.0896 0.8544 -0.105 -0.093 -1.474 0.061
N 0.2472 1.4148 -0.3868 -1.232 -1.432 0.328 0.008
C 0.3640 0.6558 -1.4933 0.374 -1.699 -1.673 -0.148
C 0.9437 1.4459 -2.5134 -0.499 0.002 2.086 -0.105
C 1.1424 2.7570 -1.9185 -0.238 -0.271 -0.868 -0.123
C 0.6187 2.6662 -0.6218 1.291 1.713 -0.484 -0.193
H -0.3069 1.1151 0.4261 0.310 0.203 -0.191 0.072
H 0.0392 -0.4523 -1.4809 0.578 2.161 -0.042 0.128
H 1.2046 1.0897 -3.4944 0.044 0.133 -0.104 0.081
H 1.5854 3.6181 -2.4922 -0.672 -0.918 1.122 0.107
H 0.4854 3.3701 0.1945 0.283 0.187 -0.417 0.116
C 4.5238 2.5459 -2.0557 0.228 0.906 1.550 -0.274
S 6.3334 2.5596 -1.9346 -0.282 1.375 -0.324 0.802
O 6.6480 3.9992 -2.2424 0.346 -0.564 -0.349 -0.576
C 6.4435 2.5496 -0.1451 0.224 -1.729 -0.370 -0.265
H 4.2537 3.5414 -1.5143 0.029 -1.981 -0.876 0.094
H 4.1533 1.6086 -1.6224 -0.234 0.446 0.301 0.037
H 4.1986 2.5560 -3.0808 0.165 0.255 -0.474 0.038
H 7.5084 2.5858 0.1091 -0.310 -0.024 0.003 0.062
H 5.9633 1.6273 0.2211 0.300 0.322 0.133 0.034
H 5.9278 3.4146 0.1771 -0.477 0.953 0.455 0.026
C -1.8746 2.9959 3.1548 -0.011 -1.148 -0.945 -0.212
S -2.3982 1.3423 2.5102 0.692 -0.644 0.607 0.913
O -1.2634 0.6544 1.7245 -1.047 0.919 1.437 -0.564
C -2.3998 0.5367 4.1607 -0.367 0.657 0.072 -0.233
H -1.6911 3.4948 2.2273 -0.083 0.802 -0.513 -0.004
H -0.9410 2.9516 3.6946 0.089 -0.244 0.495 0.040
H -2.7113 3.4677 3.6720 0.139 -0.182 -0.002 0.073
H -2.3762 -0.5409 4.2150 -0.032 -0.245 -0.661 0.053
H -3.2734 0.8840 4.7104 -0.259 0.064 -0.191 0.061
H -1.5610 0.9261 4.6915 0.848 0.152 0.317 0.026
C -4.8505 4.7670 -1.0097 0.924 1.198 1.089 -0.240
S -3.0812 5.0732 -0.6378 -0.428 -1.414 0.305 0.858
O -2.9591 4.7032 0.8141 0.215 0.327 -0.166 -0.588
C -2.5266 3.6106 -1.5601 0.085 0.199 0.240 -0.248
H -5.3562 5.6397 -0.5625 -0.080 -0.486 -0.365 0.054
H -5.1087 3.8561 -0.4766 -0.094 -0.116 -0.225 0.053
H -4.9265 4.7419 -2.0764 -0.491 -0.139 -0.575 0.037
H -2.9994 2.7128 -1.1638 -0.103 0.055 0.200 0.057
H -1.4442 3.4900 -1.5411 -0.043 0.207 0.092 0.024
H -2.8543 3.7577 -2.5715 -0.058 0.036 -0.644 0.027
```
Positions in Å, forces in eV/Å.

Summary:
Gap between HOMO and LUMO: 0.3024 hartree
Total charge: 0
Largest force on an atom: 0.0557 Eh/bohr
HOMO: -8.068 eV
Lowest unoccupied orbital energy: 0.161 eV
Molecular weight: 930.5 g mol⁻¹